Below is a structure of composition C43H35N4O2S6Tc, with properties calculated with the ωB97M-V functional and the def2-TZVPD basis.

XYZ file:
```
91
Properties=species:S:1:pos:R:3:forces:R:3:mulliken_spin:R:1
Tc -0.443 -3.813 1.517 -0.4 0.4 -0.2 2.65
S 2.013 -7.132 3.175 0.0 0.0 0.0 0.16
S 1.737 -4.360 2.013 0.3 -0.1 0.0 0.09
S -0.593 -5.944 2.269 0.1 -0.3 0.1 0.00
S -0.467 -4.187 -0.770 0.0 0.0 -0.1 0.07
S 1.235 -0.785 -2.259 0.0 0.0 0.0 0.00
S 0.453 -0.333 1.444 -0.3 0.3 0.0 0.00
O -0.514 -0.262 2.597 -0.1 -0.1 0.0 0.00
O 2.024 -0.380 -1.065 -0.1 0.0 0.1 0.00
N -2.219 -2.803 1.001 0.0 -0.1 0.1 -0.02
N -1.154 -3.009 3.368 0.5 0.1 -0.1 -0.01
N -2.856 -2.976 -0.203 0.0 0.1 0.0 0.00
N -2.649 -3.963 -2.247 0.0 0.0 0.0 0.00
C 1.131 3.626 1.242 0.0 0.0 0.0 0.00
C -1.266 -2.784 5.723 0.1 -0.1 0.1 0.00
C -2.694 -1.974 1.869 0.3 0.3 -0.2 0.00
C -0.381 4.682 -2.546 0.0 0.0 0.0 0.00
C 0.725 5.320 -0.508 0.0 0.0 0.0 0.00
C -2.138 -3.657 -1.041 0.1 0.0 0.0 0.00
C -0.492 3.392 -2.114 0.0 0.0 0.0 0.00
C -2.242 -1.814 5.576 -0.1 0.1 -0.1 0.01
C -2.332 0.945 -1.066 -0.1 0.0 0.0 0.00
C -0.062 1.657 -0.379 0.0 -0.1 0.1 0.00
C 2.451 2.429 -4.389 0.0 0.0 0.0 0.00
C 0.485 1.352 0.840 0.4 -0.1 -0.3 0.01
C 0.232 5.660 -1.733 0.0 0.0 0.0 0.00
C 1.711 -0.196 -4.889 -0.1 0.0 0.0 0.00
C 2.076 -0.981 3.494 0.0 0.0 0.1 -0.01
C -3.224 0.237 -1.906 0.0 0.0 0.0 0.00
C -5.107 1.391 -0.920 0.0 0.0 0.0 0.00
C -0.473 -0.241 -2.044 0.0 0.0 0.0 0.00
C -2.057 -2.026 3.206 -1.1 -1.1 0.3 0.01
C 0.015 3.007 -0.846 0.1 0.0 0.0 0.00
C 4.449 -0.288 2.252 0.0 0.0 0.0 0.00
C 2.446 1.959 -5.701 0.0 0.0 0.0 0.00
C -2.706 -0.699 -2.831 0.0 0.0 0.0 0.00
C 2.076 0.636 -5.935 0.0 0.0 0.0 0.00
C -0.919 0.716 -1.167 0.1 -0.1 0.0 0.00
C -4.617 0.479 -1.809 0.0 0.0 0.0 0.00
C 1.068 2.337 1.669 0.0 0.0 0.0 0.00
C 3.254 -0.100 1.581 0.0 -0.1 0.0 0.00
C -4.220 2.101 -0.082 0.0 0.0 0.0 0.00
C 4.488 -0.829 3.538 0.0 0.0 0.0 0.00
C 1.697 0.306 -3.596 0.0 0.0 0.0 0.00
C 2.082 1.611 -3.334 0.1 0.0 0.0 0.00
C 2.847 2.848 -6.845 0.0 0.0 0.0 0.00
C -2.653 -1.439 4.307 0.2 0.4 0.2 -0.01
C 1.148 -5.934 2.548 0.0 0.1 0.0 -0.02
C 0.631 3.989 -0.034 0.0 0.0 0.0 0.00
C 3.286 -1.170 4.147 0.0 0.0 0.0 0.00
C -0.740 -3.363 4.587 0.1 0.1 0.0 0.04
C 2.067 -0.456 2.212 0.0 0.0 0.1 0.01
C -3.841 -1.075 1.609 -0.1 0.0 0.0 0.01
C -2.874 1.885 -0.149 0.0 0.0 0.0 0.00
C 5.799 -1.012 4.249 0.0 0.0 0.0 0.00
C -1.371 -0.950 -2.876 0.0 0.0 0.0 0.00
H -4.719 -1.429 2.156 0.0 0.0 0.0 0.00
H 6.159 -0.059 4.641 0.0 0.0 0.0 0.00
H 3.241 0.308 0.581 0.0 0.0 0.0 0.00
H 3.293 -1.584 5.148 0.0 0.0 0.0 0.00
H 2.753 3.450 -4.190 0.0 0.0 0.0 0.00
H -6.171 1.577 -0.858 0.0 0.0 0.0 0.00
H -2.699 -1.364 6.448 0.0 0.0 0.0 0.00
H 2.022 2.969 -7.549 0.0 0.0 0.0 0.00
H 2.088 0.248 -6.947 0.0 0.0 0.0 0.00
H 1.139 -1.215 3.985 0.1 0.0 0.0 0.00
H 3.142 3.836 -6.495 0.0 0.0 0.0 0.00
H 1.196 6.064 0.123 0.0 0.0 0.0 0.00
H 5.376 -0.011 1.764 0.0 0.0 0.0 0.00
H -3.389 -1.229 -3.484 0.0 0.0 0.0 0.00
H -3.601 -0.074 1.962 0.0 0.1 0.0 0.00
H -0.953 2.648 -2.750 0.0 0.0 0.0 0.00
H -4.072 -1.046 0.550 0.0 0.0 0.0 0.00
H 0.308 6.680 -2.087 0.0 0.0 0.0 0.00
H -0.763 4.958 -3.520 0.0 0.0 0.0 0.00
H 2.117 1.968 -2.313 0.0 0.0 0.0 0.00
H 3.685 2.419 -7.396 0.0 0.0 0.0 0.00
H 6.562 -1.397 3.573 0.0 0.0 0.0 0.00
H -5.286 -0.070 -2.462 0.0 0.0 0.0 0.00
H 1.570 4.391 1.870 0.0 0.0 0.0 0.00
H -2.210 2.434 0.507 0.0 0.0 0.0 0.00
H 1.458 2.051 2.637 0.0 0.0 0.0 0.00
H -0.976 -1.700 -3.552 0.0 0.0 0.0 0.00
H -4.613 2.825 0.621 0.0 0.0 0.0 0.00
H 0.016 -4.135 4.629 0.0 0.0 0.0 0.01
H 5.703 -1.702 5.087 0.0 0.0 0.0 0.00
H 1.444 -1.230 -5.078 0.0 0.0 0.0 0.00
H -3.629 -3.791 -2.403 0.0 0.0 0.0 0.00
H -2.185 -4.644 -2.821 0.0 0.0 0.0 0.00
H -3.399 -0.669 4.175 -0.1 -0.1 0.0 0.00
H -0.929 -3.106 6.698 0.0 0.0 0.0 0.00
```
Positions in Å, forces in eV/Å.

Computed properties:
LUMO level (spin up / spin down), eV: -4.1 / -4.5
2S+1: 4
HOMO-LUMO gap (spin up / spin down), eV: 6.3 / 5.9
F_max, eV/A: 1.6
HOMO (spin up / spin down), eV: -10.472 / -10.472
Total energy, Ha: -4498.8468
Net charge: +1